Entry 1:
Density functional theory data (ωB97M-V with the def2-TZVPD basis set) for C2H2N2O3 in the gas phase in a non-equilibrium geometry.

```
9
Properties=species:S:1:pos:R:3:forces:R:3:lowdin_charge:R:1
O -1.449 1.178 0.859 2.593 -2.136 -2.318 0.079
C -0.484 0.608 0.289 0.409 3.857 5.215 -0.431
C 0.972 0.718 0.659 2.710 1.087 -0.996 0.004
N 1.793 0.038 -0.175 -3.902 0.762 2.689 0.151
O 0.858 -0.787 -0.936 2.088 2.330 0.632 -0.045
N -0.387 -0.269 -0.679 -2.340 -4.330 -2.097 -0.099
O -1.143 -1.431 -0.332 1.012 1.587 1.897 0.121
H 1.322 1.459 1.481 -0.280 -1.599 -1.763 0.157
H -1.482 -1.515 -1.165 -2.291 -1.558 -3.259 0.063
```
Positions in Å, forces in eV/Å.

Computed properties:
**Energy above the lowest of the compared OMol25 structures with the same formula, charge and spin**: 564.98 kJ/mol
**LUMO level**: -0.97 eV
**Orbital gap**: 9.53 eV

Entry 2:
Density functional theory data (ωB97M-V with the def2-TZVPD basis set) for a molecular structure, C19H15Br2N5O4STi.

```
47
Properties=species:S:1:pos:R:3:forces:R:3:lowdin_charge:R:1
Ti 1.303 -0.667 -0.526 0.551 0.383 -0.651 0.999
N 4.073 2.199 1.662 0.050 -0.114 0.049 0.065
C 3.211 1.258 1.187 -0.210 0.348 -0.017 -0.857
S 3.308 0.898 -0.503 -0.356 -0.294 0.053 0.672
N 2.337 0.806 2.037 0.032 -0.144 -0.223 0.002
N 1.419 -0.081 1.492 0.018 -0.164 0.567 -0.104
C 0.703 -0.652 2.397 -0.053 0.026 -0.026 -0.055
C -0.377 -1.599 2.222 -0.026 0.001 0.131 -0.139
C -1.030 -2.054 3.374 -0.027 -0.033 -0.026 -0.033
C -2.092 -2.932 3.294 0.036 0.029 0.029 -0.085
C -2.521 -3.367 2.043 -0.013 -0.015 -0.058 -0.069
C -1.895 -2.933 0.889 -0.012 -0.026 0.084 0.002
C -0.818 -2.056 0.974 -0.005 0.089 -0.154 -0.294
O -0.219 -1.628 -0.137 0.101 0.191 0.318 -0.157
H 4.882 2.427 1.115 0.023 -0.030 -0.008 0.076
H 4.128 2.298 2.661 0.024 0.019 0.009 0.095
H 0.934 -0.370 3.421 -0.017 0.024 0.001 0.133
H -0.684 -1.704 4.339 -0.004 0.000 0.002 0.115
H -2.584 -3.275 4.193 -0.006 -0.007 -0.007 0.102
H -3.355 -4.053 1.968 0.001 0.000 0.002 0.107
H -2.221 -3.261 -0.089 0.000 -0.004 -0.006 0.119
Br 0.605 1.431 -4.559 0.051 -0.055 0.032 0.802
C -0.506 2.047 -3.163 -0.221 0.172 -0.114 -0.587
C -1.467 3.036 -3.462 0.043 -0.047 0.042 -0.169
C -2.297 3.495 -2.486 0.044 -0.060 0.038 -0.621
Br -3.576 4.817 -2.934 -0.027 0.031 -0.006 0.782
C -2.215 2.997 -1.157 -0.059 0.077 -0.037 -0.181
C -3.035 3.424 -0.088 0.003 -0.001 -0.032 -0.033
C -2.861 2.879 1.149 0.050 -0.033 0.005 -0.039
C -1.857 1.903 1.327 -0.035 0.004 0.023 -0.112
N -1.082 1.479 0.366 -0.026 -0.014 -0.104 0.142
C -1.251 2.008 -0.871 0.043 0.010 0.071 -0.131
C -0.382 1.522 -1.904 0.147 -0.146 0.123 -0.339
O 0.509 0.602 -1.612 -0.042 -0.211 -0.235 -0.281
H -1.536 3.420 -4.469 0.000 0.002 -0.003 0.095
H -3.787 4.180 -0.266 -0.004 -0.003 0.008 0.078
H -3.472 3.184 1.987 0.003 -0.001 0.002 0.106
H -1.699 1.461 2.306 0.007 0.006 0.001 0.110
N 1.710 -1.660 -2.520 0.006 0.126 0.085 -0.008
C 2.585 -2.835 -2.382 -0.015 -0.011 -0.069 -0.107
C 2.795 -3.141 -0.899 -0.032 0.182 0.073 -0.585
O 3.206 -4.198 -0.506 0.065 -0.046 -0.075 0.107
O 2.493 -2.105 -0.146 -0.087 -0.271 0.090 -0.177
H 0.796 -1.908 -2.883 -0.004 0.030 -0.006 0.112
H 2.084 -0.953 -3.145 -0.030 -0.004 -0.008 0.077
H 3.562 -2.627 -2.816 0.008 -0.008 0.015 0.136
H 2.176 -3.711 -2.880 0.004 -0.007 0.011 0.130
```
Positions in Å, forces in eV/Å.

Computed properties:
**Energy above the lowest of the compared OMol25 structures with the same formula, charge and spin**: 58.99 kJ/mol
**LUMO level**: -0.79 eV
**Orbital gap**: 7.19 eV

Number 1: molar mass 102.05 g mol⁻¹, electronic energy -11222.94949 eV. Number 2: molar mass 617.10 g mol⁻¹, electronic energy -209627.61436 eV.